1.
Molecular formula: C6H40O15
Method: DFT, ωB97M-V with the def2-TZVPD basis set

XYZ file:
```
61
Properties=species:S:1:pos:R:3
C 2.1521 -1.8914 -1.9386
C 1.9119 -3.1246 -1.0626
C 1.2079 -2.9119 0.2673
C -2.5715 -2.1135 -0.3333
O -2.1555 -0.7850 -0.7898
C -1.3421 -2.9612 -0.1183
C -0.2114 -2.3159 0.1058
H 1.5888 -1.8706 -2.8805
H 1.7897 -0.9903 -1.3875
H 3.1569 -1.4926 -2.1174
H 2.8165 -3.6872 -1.0851
H 1.3472 -3.9440 -1.5789
H 1.0673 -3.9530 0.7338
H 1.8259 -2.3554 0.9400
H -3.2781 -2.4650 -1.1269
H -3.2118 -1.9243 0.4946
H -1.5332 -0.9514 -1.5012
H -1.5540 -3.9902 -0.3197
H -0.0860 -1.1925 0.1930
H -0.4256 1.8579 -0.2929
H 0.1762 2.1644 -1.8028
O -0.0804 1.4784 -1.1747
H -3.3137 1.2540 2.1512
H -3.4135 0.6256 3.5655
O -2.8317 1.1517 2.9990
H 3.0821 3.4648 -3.5258
H 3.0673 3.1358 -2.0936
O 2.5854 3.6976 -2.7357
H -1.8680 1.3582 -2.5536
H -2.7826 0.4163 -1.8642
O -2.7015 0.9075 -2.7056
H -1.0663 1.4759 2.3551
H 0.4397 1.3108 1.7241
O -0.3759 1.7948 1.7611
H -3.0382 0.5126 0.0461
H -3.4065 2.0475 -0.2092
O -3.5760 1.2593 0.3290
H 2.2313 1.1212 -4.0896
H 1.0586 0.4566 -4.6772
O 1.7494 1.1003 -4.9257
H -2.2131 -3.3767 3.6309
H -0.8013 -3.0002 2.9477
O -1.3900 -3.7287 3.2853
H 1.9268 0.3446 1.1389
H 2.7833 0.8049 0.0311
O 2.3572 -0.0268 0.3758
H 1.0161 0.2100 3.5175
H 1.8367 -0.9936 3.2138
O 1.2091 -0.4003 2.7859
H 3.6666 -1.1888 1.3030
H 3.1841 -2.4943 1.9735
O 3.8995 -1.8503 2.0052
H -2.7739 2.8606 -3.4697
H -2.0032 4.2706 -3.0122
O -2.6371 3.5667 -2.8423
H 0.1883 2.1504 4.7109
H -0.4628 0.8241 5.0982
O 0.0939 1.2388 4.4346
H 1.9730 3.0365 0.1707
H 1.5508 1.9691 -0.7159
O 2.3853 2.4134 -0.4502
```

HOMO energy, eV: -9.8

=====

2.
Molecular formula: C6H41N2O13
Method: DFT, ωB97M-V with the def2-TZVPD basis set

XYZ file:
```
62
Properties=species:S:1:pos:R:3
C -1.4802 -1.3646 -2.0398
C -0.0635 -0.9928 -2.1512
C 0.4511 -0.3401 -0.8205
C 1.3037 -1.2684 0.0028
C 1.1169 -2.6180 0.0937
C 2.2707 0.6192 1.3139
N 2.4135 -0.6776 0.5998
N 0.3084 0.0142 -3.1649
H -1.7192 -1.9828 -1.1267
H -2.2127 -0.5850 -2.0781
H -2.0282 -2.0047 -2.7590
H 0.6225 -1.8481 -2.2740
H 0.9526 0.5858 -1.0346
H -0.4174 -0.0699 -0.1320
H 1.6988 -3.2722 0.7181
H 0.4117 -3.2374 -0.5089
H 1.8584 1.3335 0.5595
H 3.1877 0.8129 1.8453
H 1.5202 0.4510 2.1394
H 3.0177 -1.3337 1.0770
H -0.1812 0.9720 -3.1013
H -0.0917 -0.3955 -4.0389
H 1.3056 0.0103 -3.3452
H -1.8893 0.8550 2.7496
H -1.9822 0.2489 1.2870
O -2.2347 0.9720 1.8587
H -2.0944 -2.0874 1.7831
H -2.7673 -3.2433 1.0793
O -2.6793 -2.2856 1.0133
H -1.0954 2.6512 -3.9831
H -1.7301 1.4830 -4.7742
O -0.8791 1.8957 -4.5609
H -0.4233 -4.5374 3.2072
H -0.8791 -3.6306 4.3242
O -0.9612 -3.7622 3.3499
H 0.2194 -1.2784 4.2182
H 1.1563 -2.3453 3.6654
O 0.7669 -2.0230 4.4911
H -0.9740 0.0433 5.4073
H -0.6736 1.4584 4.7088
O -0.7811 0.5199 4.6070
H 3.1694 -0.3149 -1.9017
H 3.7851 0.0691 -3.2716
O 3.0415 -0.4418 -2.8455
H -1.8410 3.0978 -1.6730
H -0.2917 3.4822 -1.5282
O -1.0277 3.3386 -2.1320
H 2.4107 3.0130 -2.2909
H 1.4549 2.5442 -1.1982
O 1.9985 2.2049 -1.9284
H 2.0053 -3.8409 2.6238
H 3.0726 -2.8342 3.4920
O 2.5464 -3.0683 2.7314
H -2.7363 3.7689 1.3227
H -1.9775 2.5420 0.9406
O -2.1633 3.4420 0.6327
H -3.9906 0.6137 -2.3420
H -3.2820 1.5542 -3.3761
O -3.6162 0.6752 -3.2210
H 1.6564 4.5889 0.6470
H 0.2742 4.0336 0.6991
O 1.1676 3.7895 0.4133
```

Total charge: +2
HOMO energy (alpha / beta), eV: -15.9 / -15.9
Spin multiplicity: 2

=====

3.
Molecular formula: C6H41NO14
Method: DFT, ωB97M-V with the def2-TZVPD basis set

XYZ file:
```
62
Properties=species:S:1:pos:R:3
C -2.0229 -1.5435 -2.6324
O -1.6368 -2.4626 -1.6222
C -1.6317 -0.0272 -2.3523
C -1.0925 0.4810 -3.6962
C 0.0565 1.5693 -3.4396
C -0.2754 2.8846 -4.1528
C 1.4329 1.0043 -3.7302
N -2.8674 0.6835 -1.9703
H -3.1273 -1.5713 -2.8054
H -1.5323 -1.9391 -3.5224
H -0.8161 -2.2140 -1.1883
H -1.0907 -0.1158 -1.3994
H -1.8938 0.9706 -4.3089
H -0.7023 -0.3625 -4.3000
H 0.1090 1.7568 -2.3168
H -0.7132 3.7610 -3.5668
H -1.0874 2.7593 -4.8679
H 0.6585 3.2495 -4.5905
H 2.0795 1.7356 -4.1822
H 1.8569 0.3632 -2.9650
H 1.3170 0.2725 -4.5330
H -3.3791 0.6848 -2.8443
H -2.6049 1.6492 -1.7215
H 3.3169 0.0225 2.9950
H 1.9993 -0.8756 3.2920
O 2.6435 -0.5650 2.6531
H 2.0481 -2.6723 0.0065
H 2.2585 -3.8798 -0.7787
O 1.7448 -3.6052 -0.0101
H -0.6752 -0.2432 0.9715
H 0.5403 0.2972 1.6974
O 0.2724 -0.0901 0.8479
H 1.4942 1.7554 4.5053
H 1.0301 1.7680 3.0992
O 1.8047 2.0022 3.6225
H -4.0272 0.1414 -0.4011
H -4.8659 -0.7339 0.5058
O -4.1602 -0.0769 0.5428
H -0.5029 -0.5374 5.6200
H 0.5695 -0.9571 4.5540
O 0.4052 -0.4067 5.3343
H 1.8536 -0.6169 0.1084
H 1.9109 -0.8353 -1.2831
O 2.5415 -0.8698 -0.5508
H -2.7430 -1.0257 1.8240
H -2.6326 0.4941 1.9715
O -2.1493 -0.3208 2.1166
H 0.8655 4.3486 2.5808
H -0.4167 4.6018 3.3645
O 0.0252 4.8182 2.5296
H -0.4740 -1.4312 2.5146
H 0.0341 -2.9086 2.8996
O 0.1291 -1.9414 3.0599
H 4.7528 -1.2687 0.0254
H 4.3070 -0.9579 1.4347
O 5.1318 -1.1569 0.9179
H -0.0289 -5.1518 1.7266
H 1.1177 -4.2061 1.8189
O 0.2463 -4.3667 2.2074
H -1.2543 2.4713 1.5154
H 0.1664 3.0543 1.2196
O -0.3153 2.3370 1.6497
```

HOMO energy, eV: -10.1

=====

4.
Molecular formula: C6H42N2O13
Method: DFT, ωB97M-V with the def2-TZVPD basis set

XYZ file:
```
63
Properties=species:S:1:pos:R:3
C -0.9694 -1.3171 -0.2244
C 0.3059 -0.8452 -0.9629
C 0.8239 -2.0624 -1.7662
N 1.6312 -1.5695 -2.8971
C -1.0685 -0.6774 1.1661
N -1.6896 0.6384 1.3009
C -1.2359 1.2435 2.5512
C -0.0609 2.1900 2.3080
H -1.8072 -1.0293 -0.8634
H -1.0388 -2.3832 -0.0398
H 0.8833 -0.2721 -0.2329
H 0.1345 -0.0839 -1.7215
H 1.5085 -2.7733 -1.3053
H -0.0791 -2.5978 -2.0768
H 1.1758 -1.1896 -3.6993
H 2.1983 -2.3427 -3.2246
H -0.0474 -0.7091 1.5753
H -1.5700 -1.3689 1.8586
H -1.5194 1.1612 0.4205
H -0.8626 0.4416 3.1828
H -2.0175 1.7594 3.1149
H 0.1622 2.6685 3.2501
H -0.4258 3.1005 1.8112
H 0.7453 1.7694 1.7249
H 2.0684 -3.2304 0.9302
H 2.1048 -4.7003 0.9540
O 2.1708 -3.9728 0.3219
H 2.9489 -1.5072 3.2939
H 1.7020 -1.3577 4.1135
O 2.3907 -1.9871 3.9160
H 3.3474 -1.0916 -1.3844
H 4.5568 -0.4466 -2.0794
O 4.2882 -0.9073 -1.2799
H -0.3647 3.0143 -0.4705
H -0.7543 2.1007 -1.6476
O -0.2554 2.1194 -0.8081
H 1.5465 1.7801 -2.0917
H 2.6915 2.5247 -2.8956
O 1.8120 2.5897 -2.5217
H 4.5596 0.5271 -0.2640
H 5.4025 1.7510 0.3470
O 4.5814 1.2612 0.3774
H 3.0555 1.0634 2.0357
H 4.1856 0.7504 2.9979
O 3.2318 0.8723 2.9659
H -3.5876 -0.9804 1.8942
H -3.7741 0.4983 1.6213
O -4.1907 -0.3598 1.4746
H 1.1463 1.2793 5.3820
H 1.8637 0.9167 4.0101
O 1.0255 0.8969 4.5103
H -4.4032 0.9583 -1.0088
H -5.5633 0.2010 -0.2946
O -4.9026 0.1382 -0.9876
H -1.3201 2.7988 -3.9359
H -2.5269 2.0175 -3.2648
O -1.9437 2.7911 -3.2077
H -3.1470 -0.1866 -4.3483
H -4.0324 0.0980 -3.0890
O -3.6582 0.4814 -3.8869
H -3.5697 -1.6748 -1.7126
H -4.1507 -2.8166 -2.5992
O -3.7121 -1.9616 -2.6181
```

Total charge: +1
HOMO energy (alpha / beta), eV: -12.4 / -12.4
Spin multiplicity: 2

=====

5.
Molecular formula: C6H43N2O13
Method: DFT, ωB97M-V with the def2-TZVPD basis set

XYZ file:
```
64
Properties=species:S:1:pos:R:3
C 1.2019 4.0183 -1.7003
C 0.7558 2.8375 -0.7947
C 0.1843 3.3277 0.4712
C -1.1770 2.7068 0.5518
C -1.2342 1.3348 1.3593
C -1.4951 0.1372 0.5159
N -0.5623 -0.9864 0.9607
N 1.7214 1.6334 -0.5243
H 1.2478 3.5761 -2.7962
H 0.5063 4.9172 -1.6885
H 2.2404 4.4711 -1.3330
H -0.0083 2.3823 -1.4714
H 0.8349 3.1764 1.3268
H 0.0151 4.2779 0.6572
H -1.4675 2.4515 -0.6546
H -1.8304 3.4253 0.8295
H -2.1866 1.2873 1.9742
H -0.3004 1.3692 1.8815
H -2.4850 -0.3692 0.6312
H -1.7105 0.3084 -0.5967
H 0.1962 -0.4052 1.3662
H -0.3129 -1.5596 0.1833
H 1.4411 0.7463 -1.1171
H 1.4808 1.2822 0.4523
H 2.5635 2.1353 -0.8515
H -2.6514 -0.4586 -4.5484
H -2.6189 -0.5595 -3.1612
O -3.1924 -0.1708 -3.8664
H -1.3223 -4.5955 -1.5421
H -2.6651 -3.9314 -2.1294
O -1.6902 -4.1066 -2.2733
H -0.1959 -1.7457 -4.9964
H -0.5939 -2.8668 -3.8768
O -0.7780 -1.8896 -4.2324
H 3.7972 2.5444 2.2710
H 2.6492 2.1381 3.1725
O 2.7853 2.3523 2.3206
H -1.2268 -2.1854 3.0801
H -1.9687 -3.2742 3.9498
O -1.1088 -2.6419 3.8763
H -2.7014 -2.7157 1.0733
H -2.1502 -2.8473 -0.3671
O -2.5678 -3.3356 0.3493
H 3.4851 -1.3142 -0.9774
H 2.3326 -1.9963 -0.1932
O 2.5290 -1.3409 -0.9238
H 3.2233 -3.4226 -2.1177
H 2.1188 -4.5670 -1.6231
O 2.7682 -3.8414 -1.3763
H 1.2080 -1.0663 -2.1961
H 0.0825 -1.0378 -2.9851
O 0.3721 -0.5283 -2.1861
H 1.0664 0.6027 4.2875
H 2.3590 0.0599 4.9422
O 2.0219 0.5904 4.2068
H 0.9094 -2.7403 3.4962
H 2.2986 -3.2248 2.9756
O 1.5412 -2.6934 2.7294
H -2.4549 3.3021 -2.3073
H -2.7066 2.3175 -3.3743
O -1.9743 2.6282 -2.8765
H -0.7550 -0.1703 3.2236
H -1.1389 -0.1558 4.5955
O -0.7061 0.4064 3.9478
```

Total charge: +1
HOMO energy, eV: -12.2

=====

6.
Molecular formula: C6H4Cl2N2
Method: DFT, ωB97M-V with the def2-TZVPD basis set

XYZ file:
```
14
Properties=species:S:1:pos:R:3
Cl -3.1603 -1.4104 -0.6069
N -1.7589 -1.4456 0.3731
C -0.7882 -0.6068 0.2144
C 0.2908 -0.9258 1.1568
C 1.5765 -0.5035 0.7182
C 1.7153 0.2429 -0.5878
C 0.6384 0.8119 -1.1805
C -0.6564 0.6585 -0.5383
N -1.2626 1.8840 -0.2728
Cl -2.7451 1.8362 0.5840
H -0.0563 -1.6133 1.8707
H 2.5181 -0.9057 1.1120
H 2.7951 0.4718 -0.9018
H 0.8936 1.5059 -1.9411
```

HOMO energy, eV: -9.1
SMILES: Cl/N=C1/C=CC=C/C1=N/Cl

=====

7.
Molecular formula: C6H4Cl4
Method: DFT, ωB97M-V with the def2-TZVPD basis set

XYZ file:
```
14
Properties=species:S:1:pos:R:3
C 0.8867 -2.3039 1.8491
C 0.3993 -1.0569 1.6305
C 0.0531 -0.6793 0.2588
C -0.2613 0.6464 -0.0500
Cl -0.4219 1.7843 1.2807
C -0.3252 1.0515 -1.4752
Cl 0.4512 -0.0020 -2.6881
C -0.8537 2.2242 -2.0007
Cl -1.6692 3.4007 -0.9708
Cl -0.8174 2.4913 -3.7507
H 1.0091 -3.0473 1.0980
H 1.1033 -2.6779 2.8743
H 0.3037 -0.4070 2.4785
H 0.1421 -1.4240 -0.5345
```

HOMO energy, eV: -8.5
SMILES: C=C/C=C(\Cl)C(Cl)=C(Cl)Cl

=====

8.
Molecular formula: C6H4ClF2NO2
Method: DFT, ωB97M-V with the def2-TZVPD basis set

XYZ file:
```
16
Properties=species:S:1:pos:R:3
C -0.4231 0.3154 1.5732
C 0.2241 0.1780 0.4116
C -1.9185 0.3738 1.7744
C -2.7949 0.4397 0.8281
C -0.3496 -0.0513 -1.0185
C -1.7108 0.4715 -1.3232
N -2.4200 -0.3154 -2.2816
O -2.2740 -1.5402 -2.2060
O -3.0832 0.2724 -3.1566
F -3.9856 0.9299 0.7123
F -1.8282 1.7713 -1.7171
Cl -2.4965 0.4050 3.4677
H 0.1709 0.3047 2.4760
H 1.2329 0.0487 0.5630
H 0.3139 0.4170 -1.8399
H -0.3624 -1.1637 -1.2317
```

HOMO energy (alpha / beta), eV: -9.6 / -9.6

=====

Results for relative energy (zero: lowest compared OMol25 entry of this formula, charge and spin): 352.3 83.4 344.5 72.7 723.1 334.2 43.1 274.9 (in kJ/mol, following the order of the records).
Results for maximum force: 3.2 3.6 3.3 3.4 6.9 5.4 3.1 4.7 (in eV/Å, following the order of the records).
Results for DFT total energy: -37582.0658 -36468.6116 -37041.7003 -36492.9529 -36507.7352 -34307.2124 -56374.3319 -29821.4956 (in eV, following the order of the records).